Entry 1:
# C25H30Cl2FHfN3OS

A structure of composition C25H30Cl2FHfN3OS (ωB97M-V with the def2-TZVPD basis set, the OMol25 dataset).

Last column: Löwdin charge in e.
Atoms and positions in Å:
Hf 0.507 0.318 0.353  1.19
Cl -1.362 1.176 -4.687  0.55
Cl -1.008 -0.204 -2.135  0.58
S -0.765 -1.761 1.456  0.66
F 2.072 -6.013 -0.905  0.04
O 1.678 1.840 2.554  -0.26
N -0.451 2.225 0.138  -0.12
N -1.116 -3.251 -0.760  0.14
N -2.329 -3.823 1.092  -0.05
C 2.687 -2.602 0.147  -0.06
C 1.221 5.367 -2.117  -0.11
C 2.304 -1.864 -0.983  -0.36
C 1.938 4.212 -1.829  -0.09
C -0.651 4.473 -0.874  -0.04
C 0.041 3.283 -0.618  -0.30
C 2.339 -0.380 -1.009  -0.26
C -2.126 1.455 1.663  -0.08
C -4.461 1.385 1.081  -0.10
C -0.067 5.488 -1.618  -0.09
C 1.362 3.193 -1.091  -0.07
C 2.149 -0.523 3.065  -0.18
C 1.809 -3.991 -2.089  -0.04
C -3.437 1.113 1.970  -0.09
C -1.810 2.049 0.435  -0.34
C -4.159 1.989 -0.138  -0.09
C 2.160 -4.659 -0.936  -0.30
C 1.512 0.493 2.154  -0.47
C -2.937 -4.974 0.458  -0.07
C 2.608 -3.984 0.183  0.00
C 1.868 -2.601 -2.096  -0.09
C 1.945 2.129 3.909  -0.13
C -1.434 -3.019 0.513  -0.81
C -0.243 0.840 -3.377  -0.95
C -2.855 2.310 -0.466  -0.06
H -0.283 -2.811 -1.129  0.04
H 1.615 -2.072 -3.009  0.10
H -5.486 1.140 1.328  0.10
H 3.238 -0.401 3.152  0.08
H -1.398 -4.106 -1.209  0.10
H 1.501 -4.551 -2.963  0.12
H 1.668 6.163 -2.698  0.09
H 2.061 3.210 3.977  0.09
H -2.186 -5.719 0.184  0.09
H 3.256 -0.016 -0.542  0.05
H -1.327 1.281 2.378  0.09
H -1.645 4.613 -0.472  0.10
H 2.864 1.657 4.263  0.08
H -0.632 6.394 -1.800  0.10
H 1.735 -0.489 4.079  0.07
H 0.617 0.305 -3.761  0.02
H -3.502 -4.683 -0.430  0.09
H -3.651 0.647 2.924  0.10
H 3.062 -2.068 1.012  0.10
H 2.341 -0.041 -2.051  0.03
H 1.119 1.827 4.564  0.09
H -3.625 -5.434 1.161  0.09
H -2.634 2.737 -1.435  0.11
H 1.969 2.321 -0.853  0.08
H -4.951 2.197 -0.846  0.10
H 2.959 4.104 -2.175  0.10
H 0.038 1.766 -2.888  0.01
H -2.566 -3.590 2.042  0.12
H 1.954 -1.528 2.690  0.02
H 2.900 -4.542 1.063  0.12

Results
DFT total energy: -2676.54186 Eh
Frontier orbital gap: 0.2026 Ha
ΔE to the lowest compared entry with this formula, charge and spin: 0.557 eV
F_max: 0.65 eV Å⁻¹

Entry 2:
# C25H30ClN7NaO2S3

A structure of composition C25H30ClN7NaO2S3 (ωB97M-V with the def2-TZVPD basis set, the OMol25 dataset).

Last column: Löwdin charge in e.
Atoms and positions in Å:
Cl 4.508 5.500 3.617  0.59
S -4.031 -1.943 -2.143  0.41
S -4.823 -3.159 0.512  0.93
S -4.600 -3.067 3.510  0.51
Na 0.854 0.520 -0.931  0.22
O 2.038 0.860 1.013  -0.09
O 2.177 2.439 -1.381  0.00
N -1.299 1.612 -0.971  0.20
N -1.117 -0.580 -4.882  -0.13
N 0.324 -0.183 -3.258  0.04
N -3.265 -1.150 0.311  -0.03
N 3.564 -0.657 -1.186  0.03
N -0.271 -1.825 -0.671  0.03
N -3.455 -1.429 1.661  -0.15
C -0.811 0.729 3.078  -0.05
C 2.687 3.229 -0.603  -0.22
C 2.563 1.882 1.541  -0.38
C 2.915 3.074 0.816  -0.13
C -2.394 -0.791 -5.533  -0.02
C -2.783 0.935 4.435  -0.09
C -3.444 0.016 3.633  -0.06
C -0.946 -0.322 -3.567  -0.19
C 3.510 4.167 1.473  -0.09
C 1.804 -3.108 -0.594  -0.21
C -1.461 -0.199 2.278  -0.01
C 0.133 -0.598 -5.452  -0.08
C -3.954 -1.959 -0.447  -1.22
C 1.008 -0.352 -4.435  -0.13
C -1.471 1.297 4.159  -0.09
C 2.863 1.909 2.949  -0.02
C 3.438 2.988 3.558  -0.12
C 2.637 -2.289 0.389  -0.21
C 3.907 -1.722 -0.237  -0.28
C 0.314 -3.109 -0.268  -0.26
C -2.776 -0.549 2.556  -0.23
C -3.690 1.887 0.016  -0.05
C -4.245 -2.465 1.998  -1.13
C -2.352 1.724 -0.532  -0.22
C 3.766 4.133 2.813  -0.69
H 1.923 -2.681 -1.596  0.10
H -3.656 1.715 1.092  0.07
H 3.649 2.970 4.620  0.10
H -1.786 -0.285 -2.887  0.07
H -2.686 0.085 -6.112  0.09
H 3.764 5.049 0.896  0.10
H 4.584 -1.379 0.556  0.10
H 0.207 1.001 2.833  0.08
H -0.948 -0.625 1.427  0.09
H -4.339 1.143 -0.440  0.07
H 4.431 -2.513 -0.786  0.11
H -3.303 1.375 5.276  0.10
H 2.051 -1.448 0.766  0.08
H -0.220 -1.762 -1.682  0.04
H 0.277 -0.785 -6.502  0.11
H -4.054 2.893 -0.186  0.08
H -2.335 -1.655 -6.193  0.09
H 2.893 -2.900 1.260  0.11
H -0.176 -3.955 -0.767  0.11
H -3.142 -0.982 -4.766  0.05
H -0.964 2.024 4.782  0.10
H 4.360 -0.403 -1.755  0.07
H 2.083 -0.295 -4.470  0.10
H 3.039 4.206 -0.999  0.12
H 2.183 -4.134 -0.640  0.11
H 3.296 0.172 -0.662  0.03
H -1.264 -1.788 -0.451  0.03
H 2.617 1.020 3.518  0.11
H -4.465 -0.271 3.841  0.08
H 0.159 -3.241 0.807  0.11

Results
DFT total energy: -3321.67217 Eh
Frontier orbital gap: 0.2495 Ha
ΔE to the lowest compared entry with this formula, charge and spin: 0.067 eV
Total charge: -1
F_max: 0.19 eV Å⁻¹